Density functional theory data (ωB97M-V/def2-TZVPD) for a structure of composition C42H59AuN5OP3S.

Its largest force on an atom is 0.5 eV/A. The frontier orbital gap comes out at 7.7 eV. The lowest unoccupied orbital energy comes out at 0.550 eV. For the highest occupied orbital energy, the calculation gives -7.2 eV. As for the relative energy (zero: lowest compared OMol25 entry of this formula, charge and spin): 0.0000 eV. The calculated total energy is -96406.0083 eV. As for the charge: 0.

Last column: Mulliken charge in e.
Element x y z (Å)
Au (-0.31173, -0.42779, -1.17723)  0.80
C (0.31902, -4.24515, 1.42600)  -1.51
N (0.42202, -2.91720, 0.80760)  0.96
P (1.03339, -1.55973, 1.70434)  1.26
C (0.12923, -1.84048, 3.29155)  -0.43
C (-1.20639, -1.42751, 3.25903)  0.34
C (-2.04166, -1.61106, 4.35001)  -0.67
C (-1.54089, -2.18873, 5.51023)  -0.54
C (-0.21242, -2.58458, 5.56325)  -0.67
C (0.61761, -2.41643, 4.45999)  -0.11
C (2.74282, -2.06878, 2.12530)  0.42
C (3.42790, -1.33696, 3.09731)  -0.81
C (4.77597, -1.56020, 3.33785)  -0.64
C (5.46527, -2.51015, 2.59560)  -0.63
C (4.79940, -3.22676, 1.61006)  -0.60
C (3.44899, -3.00189, 1.37307)  -0.48
P (-0.00987, -2.62511, -0.81058)  -0.11
C (1.18207, -3.47420, -1.89729)  0.91
C (1.78450, -4.68695, -1.57337)  -0.05
C (2.67548, -5.28444, -2.45664)  -0.75
C (2.96104, -4.68102, -3.67418)  -0.62
C (2.36008, -3.47374, -4.00520)  -0.60
C (1.47853, -2.87284, -3.11812)  -0.79
C (-1.51193, -3.65044, -1.00200)  0.75
C (-1.72364, -4.50288, -2.07764)  -0.61
C (-2.93052, -5.18317, -2.20494)  -0.73
C (-3.92997, -5.01571, -1.26046)  -0.55
C (-3.73263, -4.14989, -0.18935)  -0.70
C (-2.53600, -3.46543, -0.06832)  -0.51
H (-0.19970, -4.17391, 2.38123)  0.29
H (1.30222, -4.68594, 1.60911)  0.27
H (-0.25256, -4.91521, 0.78672)  0.58
H (-1.58256, -0.94788, 2.35968)  -0.08
H (-3.07718, -1.29769, 4.29767)  0.48
H (-2.18247, -2.31942, 6.37246)  0.38
H (0.18119, -3.03400, 6.46662)  0.42
H (1.64814, -2.74580, 4.51503)  0.40
H (2.89640, -0.58573, 3.67369)  0.50
H (5.29198, -0.98611, 4.09730)  0.42
H (6.51937, -2.68228, 2.77563)  0.39
H (5.33430, -3.96184, 1.02102)  0.47
H (2.94706, -3.53099, 0.57231)  0.00
H (1.55970, -5.18259, -0.63851)  0.27
H (3.13651, -6.22969, -2.19691)  0.42
H (3.65246, -5.15010, -4.36356)  0.39
H (2.57865, -3.00063, -4.95503)  0.45
H (1.01568, -1.92064, -3.35407)  0.32
H (-0.94945, -4.64379, -2.82164)  0.45
H (-3.08754, -5.84716, -3.04579)  0.43
H (-4.86310, -5.55619, -1.35600)  0.38
H (-4.51475, -4.00789, 0.54624)  0.45
H (-2.38100, -2.78023, 0.75878)  0.40
N (-0.54248, 1.50634, -1.65833)  -0.83
P (-1.25757, 2.63079, -0.90110)  -0.77
N (-0.67109, 2.84217, 0.66731)  0.86
C (0.54045, 2.18186, 1.14498)  0.84
C (1.58269, 3.17789, 1.64875)  -0.47
C (0.97250, 4.08112, 2.71942)  -0.97
C (-0.27527, 4.76229, 2.16016)  -0.64
C (-1.26836, 3.70984, 1.66881)  -0.49
N (-2.93699, 2.52242, -0.84202)  0.68
C (-3.52869, 1.18117, -0.89232)  -1.61
C (-3.82650, 0.68087, 0.52124)  0.78
C (-4.35678, 1.82958, 1.40699)  -0.43
C (-4.95417, 2.94495, 0.54795)  -1.09
C (-3.93660, 3.51673, -0.46112)  -0.98
N (-1.05902, 4.17290, -1.57100)  0.23
C (0.34108, 4.57510, -1.77530)  0.19
C (0.87090, 4.13759, -3.13910)  -0.26
C (0.00900, 4.72027, -4.25657)  -1.13
C (-1.44831, 4.31438, -4.04072)  -0.64
C (-1.90954, 4.70305, -2.63544)  -0.55
H (0.93756, 1.56508, 0.34268)  -1.15
H (0.28644, 1.50671, 1.97395)  -0.02
H (1.93201, 3.79845, 0.81829)  0.27
H (2.44482, 2.63321, 2.04455)  0.33
H (1.69895, 4.82077, 3.06401)  0.47
H (0.68731, 3.46990, 3.58392)  0.30
H (-0.00037, 5.40206, 1.31537)  0.22
H (-0.74839, 5.38903, 2.92111)  0.40
H (-2.14306, 4.19844, 1.25392)  -0.04
H (-1.59150, 3.10682, 2.52986)  0.40
H (-2.84305, 0.50835, -1.40038)  0.60
H (-4.44515, 1.22988, -1.49079)  0.42
H (-2.89707, 0.29055, 0.94618)  -1.08
H (-4.54480, -0.14337, 0.47603)  0.67
H (-3.54675, 2.23572, 2.01287)  -0.10
H (-5.11461, 1.45835, 2.09934)  0.52
H (-5.33079, 3.75681, 1.17336)  0.44
H (-5.81111, 2.54107, 0.00316)  0.46
H (-3.44489, 4.40135, -0.06279)  0.68
H (-4.49397, 3.84487, -1.34766)  0.31
H (0.94774, 4.13887, -0.98319)  -0.76
H (0.39823, 5.66716, -1.68660)  0.52
H (0.81163, 3.04677, -3.17409)  0.05
H (1.91705, 4.44045, -3.25041)  0.43
H (0.36405, 4.37271, -5.22909)  0.43
H (0.08305, 5.81489, -4.25030)  0.37
H (-1.55264, 3.23209, -4.16251)  0.30
H (-2.09495, 4.80590, -4.77358)  0.43
H (-2.93174, 4.38016, -2.48633)  0.14
H (-1.89166, 5.79781, -2.55283)  0.42
C (2.92103, 1.30204, -2.00254)  -0.52
S (3.60954, 0.10782, -0.85920)  0.30
C (4.87938, -0.57988, -1.92591)  -1.10
O (2.56865, -0.96177, -0.72959)  -0.33
H (3.59623, 2.15657, -2.08182)  0.52
H (1.95258, 1.60776, -1.59598)  -0.28
H (2.76407, 0.82504, -2.97056)  0.43
H (5.76539, 0.05662, -1.90088)  0.39
H (4.49419, -0.68095, -2.94001)  0.29
H (5.11234, -1.56048, -1.51193)  0.34